44
Properties=species:S:1:pos:R:3:forces:R:3 method="wB97M-V/def2-TZVPD" e_homo_ev=-8.305 gap_ev=9.1 e_lumo_ev=0.8 smiles=Cc1ccc(Cn2nc(-c3ccccc3)nc2-c2ccccc2)cc1 charge=0 e_above_lowest_kcal_mol=0.00 multiplicity=1
C 5.8274 1.5763 1.1100 0.0 0.0 0.0
C 4.4619 0.9972 1.3203 0.0 0.0 0.0
C 4.2923 -0.2912 1.8075 0.1 0.1 0.0
C 3.0264 -0.8211 1.9867 -0.2 0.1 0.0
C 1.9005 -0.0683 1.6853 0.0 -0.1 0.0
C 0.5157 -0.6373 1.8876 0.3 0.0 0.4
N -0.3824 -0.2986 0.8170 -0.4 -0.4 -0.7
N -1.1200 0.8132 0.8921 -0.3 0.7 0.2
C -1.8639 0.7927 -0.2019 0.7 -0.8 0.4
C -2.8257 1.8212 -0.5468 -0.4 0.5 -0.1
C -3.0126 2.9217 0.2868 0.0 -0.1 -0.1
C -3.9342 3.8940 -0.0504 0.0 0.1 0.0
C -4.6745 3.7783 -1.2166 -0.1 0.0 0.0
C -4.4903 2.6853 -2.0484 -0.1 0.1 0.0
C -3.5704 1.7088 -1.7184 0.1 -0.1 0.1
N -1.6359 -0.3004 -0.9674 0.0 -0.2 -0.3
C -0.6999 -0.9666 -0.3205 -0.2 0.6 0.3
C -0.1392 -2.2332 -0.7605 0.2 -0.4 -0.1
C -0.9822 -3.1440 -1.3958 0.0 0.1 0.1
C -0.4923 -4.3606 -1.8284 0.0 0.0 0.0
C 0.8432 -4.6795 -1.6397 0.1 0.0 0.0
C 1.6899 -3.7683 -1.0315 0.1 -0.1 0.0
C 1.2071 -2.5478 -0.5945 -0.1 0.1 0.0
C 2.0634 1.2255 1.2061 0.0 0.0 0.0
C 3.3290 1.7474 1.0232 0.0 -0.1 0.0
H 6.5984 0.9001 1.4704 0.1 0.0 0.0
H 5.9223 2.5264 1.6334 0.1 0.1 0.0
H 5.9982 1.7632 0.0501 0.1 0.0 0.0
H 5.1583 -0.8913 2.0475 0.1 0.0 0.0
H 2.9142 -1.8280 2.3643 0.0 -0.1 0.0
H 0.5579 -1.7263 1.9821 0.0 0.1 0.0
H 0.0819 -0.2147 2.8010 0.0 -0.2 -0.2
H -2.4295 2.9957 1.1918 0.0 0.0 0.1
H -4.0785 4.7470 0.5972 0.0 0.1 0.0
H -5.3947 4.5406 -1.4769 0.0 0.1 0.0
H -5.0677 2.5963 -2.9574 0.0 0.0 -0.1
H -3.4117 0.8506 -2.3530 0.0 -0.1 -0.1
H -2.0179 -2.8780 -1.5396 -0.1 0.0 0.0
H -1.1520 -5.0633 -2.3156 -0.1 0.0 0.0
H 1.2255 -5.6320 -1.9758 0.0 -0.1 0.0
H 2.7358 -4.0050 -0.9007 0.1 0.0 0.0
H 1.8846 -1.8306 -0.1565 0.0 0.0 0.0
H 1.1916 1.8211 0.9775 -0.1 0.1 0.0
H 3.4426 2.7536 0.6462 0.0 0.1 0.0